[1]
ORCA calculation (wB97M-V/def2-TZVPD) on one molecule with the formula C6H12N2OS at a distorted geometry.

Cartesian coordinates (Å):
C 0.292 1.303 1.410
C -0.093 -0.717 -1.671
C 1.671 -0.104 0.181
C 0.173 2.671 2.087
C -2.422 -2.364 -0.512
C -1.459 -2.676 -1.736
N 1.240 1.232 0.576
N 2.170 2.207 -0.143
O -0.900 -1.462 -2.276
S 0.259 -1.192 0.020
H 2.306 -0.662 0.826
H 2.103 0.125 -0.772
H -0.337 3.457 1.410
H 1.293 3.084 2.249
H -0.206 2.638 3.161
H -2.512 -3.341 -0.065
H -1.946 -1.691 0.179
H -3.225 -1.764 -0.790
H -1.993 -3.033 -2.653
H -0.625 -3.355 -1.552
H 2.649 2.737 0.594
H 1.561 2.907 -0.523

* highest occupied orbital energy: -7.790 eV
* HOMO-LUMO gap: 8.67 eV
* multiplicity: 1
* ΔE to the lowest compared entry with this formula, charge and spin: 156.2 kcal per mole
* total energy: -22272.652 eV
* total charge: 0

[2]
ORCA calculation (wB97M-V/def2-TZVPD) on a 3-piece molecular cluster, C20H33I2NO9S overall at a distorted geometry.

Cartesian coordinates (Å):
C -1.258 1.523 -3.053
C -0.621 2.654 -2.294
O 0.226 3.336 -2.766
N -1.197 2.934 -0.987
C -1.634 4.329 -0.854
C -3.095 4.546 -1.031
O -0.874 5.224 -0.675
C -0.614 2.383 0.227
C 0.450 3.218 0.936
C 1.534 3.692 -0.050
C 2.926 3.665 0.459
O 2.343 2.703 -0.573
O -1.809 2.417 1.162
S -2.828 1.285 0.696
O -3.393 0.680 1.842
O -3.739 1.690 -0.320
O -1.726 0.389 -0.060
C -0.373 0.842 0.279
I -0.115 0.106 2.329
C 0.553 0.224 -0.760
C 1.767 -0.638 -0.405
C 2.809 -0.081 0.576
I 1.173 -2.661 0.024
H -1.436 1.885 -4.063
H -2.209 1.259 -2.601
H -0.610 0.654 -3.096
H -3.653 4.049 -0.247
H -3.283 5.613 -1.058
H -3.399 4.095 -1.975
H 1.009 2.616 1.642
H 0.014 4.110 1.373
H 1.286 4.522 -0.699
H 3.255 2.928 1.176
H 3.647 4.218 -0.124
H -0.073 -0.417 -1.376
H 0.929 0.998 -1.425
H 2.277 -0.766 -1.353
H 2.426 0.764 1.131
H 3.715 0.180 0.037
H 3.085 -0.848 1.294
C -2.384 -3.221 -3.795
C -1.177 -3.805 -4.527
C -0.169 -2.668 -4.417
O -0.454 -1.995 -3.189
C -1.713 -2.441 -2.674
H -3.081 -3.972 -3.425
H -2.931 -2.544 -4.454
H -0.809 -4.686 -3.997
H -1.381 -4.088 -5.558
H -0.284 -1.955 -5.241
H 0.865 -3.015 -4.402
H -1.524 -3.077 -1.804
H -2.293 -1.575 -2.348
C 1.049 -4.126 5.244
C 2.050 -3.295 6.044
C 2.565 -2.330 4.983
O 1.483 -2.120 4.072
C 0.449 -3.078 4.316
H 0.299 -4.623 5.857
H 1.574 -4.887 4.663
H 1.535 -2.747 6.836
H 2.845 -3.882 6.500
H 3.406 -2.761 4.430
H 2.877 -1.369 5.394
H -0.397 -2.567 4.789
H 0.114 -3.489 3.363

* highest occupied orbital energy: -8.722 eV
* HOMO-LUMO gap: 9.01 eV
* multiplicity: 1
* total energy: -68225.295 eV
* total charge: 0
* SMILES: CC(=O)N(C(C)=O)[C@@]1(C[C@H]2CO2)OS(=O)(=O)O[C@@]1(I)C[C@@H](C)I.C1CCOC1.C1CCOC1

[3]
ORCA calculation (wB97M-V/def2-TZVPD) on one molecule with the formula C2H2O3S at a distorted geometry.

Cartesian coordinates (Å):
C -0.542 0.538 -0.038
C 0.646 -0.434 -0.048
H -1.612 -1.422 0.175
H 1.603 1.213 0.118
O -0.314 1.743 -0.121
O 1.801 0.237 0.050
O 0.555 -1.651 -0.127
S -2.137 -0.224 -0.010

* highest occupied orbital energy: -10.757 eV
* HOMO-LUMO gap: 9.98 eV
* multiplicity: 1
* ΔE to the lowest compared entry with this formula, charge and spin: 7.4 kcal per mole
* total energy: -19084.124 eV
* total charge: 0
* SMILES: O=C(O)C(=O)S

[4]
ORCA calculation (wB97M-V/def2-TZVPD) on H2NO3S as an isolated structure at a distorted geometry.

Cartesian coordinates (Å):
N 0.908 0.175 -0.079
O -1.613 0.176 1.192
O -1.642 -1.143 -0.770
O 1.732 0.995 -0.717
S -1.450 0.201 -0.299
H 1.184 -0.830 -0.282
H 0.881 0.426 0.954

* highest occupied orbital energy (spin up / spin down): -2.532 / -2.529 eV
* HOMO-LUMO gap (spin up / spin down): 6.45 / 6.44 eV
* multiplicity: 1
* ΔE to the lowest compared entry with this formula, charge and spin: 78.3 kcal per mole
* total energy: -18498.873 eV
* total charge: -1

[5]
ORCA calculation (wB97M-V/def2-TZVPD) on a 2-piece molecular cluster, C4H9NO overall at a distorted geometry.

Cartesian coordinates (Å):
C -0.016 -4.620 -2.365
C 2.111 -3.806 -1.859
N 1.028 -4.268 -1.422
H 0.183 -4.433 -3.422
H -0.914 -4.105 -2.033
H -0.230 -5.693 -2.359
H 2.782 -3.177 -1.267
H 2.625 -4.059 -2.803
C -1.375 5.318 3.360
C -1.039 4.552 2.340
O -1.073 4.991 1.040
H -1.180 4.994 4.377
H -1.891 6.269 3.362
H -0.498 3.628 2.531
H -0.513 4.411 0.521

* highest occupied orbital energy: -9.105 eV
* HOMO-LUMO gap: 9.99 eV
* multiplicity: 1
* ΔE to the lowest compared entry with this formula, charge and spin: 77.5 kcal per mole
* total energy: -7828.960 eV
* total charge: 0
* SMILES: C=CO.C=NC

[6]
ORCA calculation (wB97M-V/def2-TZVPD) on C26H27BF4N2O5SSiTc as an isolated structure at a distorted geometry.

Cartesian coordinates (Å):
Tc 0.100 -0.201 0.052
C 4.884 -1.536 4.287
Si 4.472 0.072 3.345
C 4.983 1.631 4.318
C 5.346 0.048 1.662
C 2.560 0.108 3.286
C 1.800 0.120 4.450
C 0.411 0.076 4.403
C -0.215 -0.011 3.174
N 0.491 -0.052 2.051
C 1.840 0.025 2.104
S 2.453 -0.071 0.487
H 5.957 -1.666 4.383
H 4.490 -2.398 3.756
H 4.461 -1.543 5.287
H 6.060 1.669 4.439
H 4.541 1.656 5.309
H 4.678 2.534 3.799
H 6.423 0.020 1.797
H 5.107 0.924 1.071
H 5.060 -0.823 1.083
H 2.298 0.167 5.405
H -0.177 0.089 5.307
H -1.288 -0.060 3.072
O -0.063 0.020 -2.122
C -1.339 0.029 -2.742
C -2.444 0.008 -1.498
O -3.603 0.082 -1.792
O -1.893 -0.071 -0.383
C -1.528 1.294 -3.552
C -2.782 1.678 -4.017
C -2.948 2.860 -4.714
C -1.871 3.695 -4.952
C -0.615 3.310 -4.523
C -0.438 2.118 -3.845
C -1.536 -1.247 -3.533
C -2.787 -1.626 -4.009
C -2.944 -2.800 -4.722
C -1.859 -3.623 -4.964
C -0.610 -3.251 -4.499
C -0.445 -2.075 -3.792
H 0.275 0.933 -2.182
H -3.647 1.077 -3.797
H -3.931 3.133 -5.062
H -2.003 4.632 -5.468
H 0.243 3.934 -4.709
H 0.582 1.852 -3.591
H -3.657 -1.034 -3.783
H -3.923 -3.080 -5.078
H -1.985 -4.550 -5.502
H 0.246 -3.881 -4.686
H 0.540 -1.807 -3.432
F -0.455 3.764 1.120
B 0.088 3.448 -0.070
F 0.083 1.886 -0.109
F 1.398 3.763 -0.182
F -0.647 3.808 -1.146
O -1.760 -2.579 -1.213
C -0.859 -3.014 -0.539
C -0.558 -4.485 -0.327
C 0.683 -4.489 0.545
C 0.917 -3.023 0.860
O 1.746 -2.598 1.637
N 0.049 -2.235 0.148
H -0.415 -4.957 -1.298
H -1.416 -4.955 0.153
H 1.564 -4.864 0.023
H 0.570 -5.058 1.467

* highest occupied orbital energy (spin up / spin down): -8.849 / -8.858 eV
* HOMO-LUMO gap (spin up / spin down): 8.03 / 6.48 eV
* multiplicity: 4
* ΔE to the lowest compared entry with this formula, charge and spin: 38.5 kcal per mole
* total energy: -73084.475 eV
* total charge: 0

[7]
ORCA calculation (wB97M-V/def2-TZVPD) on one molecule with the formula C10H9NO at a distorted geometry.

Cartesian coordinates (Å):
C -0.429 -1.349 1.174
C 0.884 -1.619 0.743
C 1.497 -0.790 -0.161
C 0.810 0.338 -0.715
C 1.397 1.258 -1.654
C 0.736 2.351 -2.088
C -0.581 2.590 -1.623
C -1.223 1.691 -0.813
C -0.522 0.574 -0.307
C -1.128 -0.293 0.661
H -0.295 -3.804 2.821
H -1.783 -1.743 2.600
H 1.398 -2.473 1.198
H 2.514 -0.960 -0.506
H 2.390 1.032 -2.048
H 1.185 3.056 -2.805
H -1.164 3.439 -1.970
H -2.247 1.845 -0.545
H -2.114 -0.040 1.035
N -1.098 -2.271 2.033
O -0.226 -2.830 2.969

* highest occupied orbital energy: -7.995 eV
* HOMO-LUMO gap: 8.73 eV
* multiplicity: 1
* ΔE to the lowest compared entry with this formula, charge and spin: 33.9 kcal per mole
* total energy: -14052.228 eV
* total charge: 0
* SMILES: ONc1ccc2ccccc2c1

[8]
ORCA calculation (wB97M-V/def2-TZVPD) on a 12-piece molecular cluster, C44H74F12N2O26 overall at a distorted geometry.

Cartesian coordinates (Å):
C -29.095 4.794 14.258
C -30.240 3.986 13.928
N -31.248 3.429 13.681
H -29.207 4.939 15.314
H -29.272 5.706 13.767
H -28.177 4.347 13.906
C -31.229 9.247 10.701
C -30.469 8.267 11.444
N -29.964 7.528 12.180
H -30.946 9.236 9.654
H -30.963 10.229 11.077
H -32.283 9.076 10.763
C -23.081 8.759 7.846
C -24.119 7.937 7.155
O -24.279 8.569 5.838
C -25.299 8.177 5.035
O -26.100 7.332 5.260
O -25.401 8.894 3.919
C -24.638 10.112 3.701
H -23.414 9.824 7.889
H -22.182 8.726 7.240
H -22.800 8.450 8.867
H -25.003 7.961 7.744
H -23.701 6.971 7.081
H -24.289 10.076 2.632
H -23.762 10.195 4.383
H -25.325 10.959 3.718
C -29.377 9.991 4.998
C -29.514 8.467 5.048
O -30.946 8.176 5.227
C -31.405 8.293 6.471
O -30.798 8.716 7.394
O -32.706 7.862 6.384
C -33.526 8.263 7.549
H -28.344 10.220 4.671
H -29.539 10.466 6.003
H -30.097 10.426 4.312
H -28.924 7.950 5.742
H -29.361 8.105 4.047
H -33.471 9.349 7.743
H -33.293 7.725 8.419
H -34.580 8.078 7.262
C -23.056 5.342 3.476
C -23.783 4.767 4.687
O -23.003 5.090 5.844
C -22.365 4.216 6.605
O -21.697 4.636 7.518
O -22.526 2.953 6.131
C -22.013 2.085 7.100
H -23.717 5.433 2.607
H -22.174 4.785 3.195
H -22.729 6.403 3.664
H -23.943 3.715 4.647
H -24.722 5.254 4.940
H -21.007 1.772 6.841
H -22.721 1.311 7.108
H -22.050 2.534 8.077
C -23.512 0.011 3.239
C -24.541 0.738 2.469
O -25.827 0.185 2.858
C -26.200 0.781 4.013
O -25.933 1.841 4.377
O -26.992 -0.075 4.719
C -27.399 0.501 5.954
H -23.763 -1.012 3.158
H -23.483 0.361 4.283
H -22.497 0.154 2.989
H -24.324 0.360 1.446
H -24.525 1.804 2.604
H -27.814 1.447 5.709
H -26.586 0.583 6.655
H -28.172 -0.150 6.390
C -38.712 8.516 10.031
C -37.504 7.934 9.221
O -36.615 7.270 10.168
C -35.587 7.874 10.658
O -35.054 8.943 10.308
O -34.969 7.116 11.596
C -35.076 5.704 11.461
H -39.201 7.680 10.503
H -39.391 9.048 9.399
H -38.442 9.236 10.817
H -36.928 8.728 8.751
H -37.822 7.230 8.489
H -34.741 5.312 12.407
H -34.486 5.404 10.586
H -36.107 5.507 11.506
C -24.959 11.503 12.113
C -24.482 11.315 10.694
O -25.003 10.019 10.175
C -26.125 10.064 9.461
O -26.567 11.116 8.978
O -26.742 8.906 9.297
C -28.050 9.054 8.680
H -26.039 11.300 12.280
H -24.601 12.479 12.400
H -24.404 10.772 12.670
H -23.365 11.324 10.388
H -24.914 12.134 10.062
H -28.777 9.232 9.428
H -28.223 8.069 8.226
H -28.021 9.796 7.868
C -28.400 4.231 2.971
C -27.257 5.310 2.650
O -27.501 5.748 1.322
C -28.291 6.762 1.134
O -28.722 7.521 1.952
C -28.702 6.793 -0.378
F -29.288 5.668 -0.805
F -29.570 7.737 -0.623
F -27.594 6.930 -1.122
H -28.233 3.330 2.341
H -29.416 4.602 2.780
H -28.227 3.873 3.980
H -26.369 4.714 2.661
H -27.054 6.132 3.294
C -31.734 5.226 9.278
C -30.252 4.953 9.561
O -29.528 5.177 8.354
C -28.268 4.733 8.387
O -27.839 3.970 9.236
C -27.522 5.226 7.112
F -27.136 4.208 6.310
F -28.281 6.162 6.502
F -26.355 5.744 7.566
H -32.106 4.547 8.559
H -31.927 6.162 8.842
H -32.318 5.066 10.209
H -30.108 3.949 9.921
H -29.830 5.610 10.319
C -25.214 6.405 11.154
C -24.171 5.329 10.878
O -22.857 5.880 11.132
C -21.858 5.014 10.866
O -21.980 3.857 10.620
C -20.517 5.841 10.886
F -20.229 6.226 12.188
F -19.538 5.104 10.470
F -20.590 6.941 10.143
H -25.195 6.607 12.236
H -26.191 6.073 10.881
H -24.896 7.293 10.677
H -24.256 5.168 9.829
H -24.435 4.408 11.358
C -31.835 1.689 8.227
C -33.286 1.682 8.590
O -33.480 1.040 9.819
C -33.636 1.771 10.931
O -33.612 2.956 10.977
C -34.085 0.859 12.041
F -35.256 0.346 11.803
F -33.243 -0.182 12.158
F -34.136 1.589 13.136
H -31.269 2.232 8.972
H -31.613 2.178 7.293
H -31.386 0.682 8.267
H -33.886 1.071 7.861
H -33.708 2.665 8.698

* highest occupied orbital energy: -10.533 eV
* HOMO-LUMO gap: 10.93 eV
* multiplicity: 1
* ΔE to the lowest compared entry with this formula, charge and spin: 23.2 kcal per mole
* total energy: -135651.889 eV
* total charge: 0
* SMILES: CCOC(=O)C(F)(F)F.CCOC(=O)C(F)(F)F.CCOC(=O)C(F)(F)F.CCOC(=O)C(F)(F)F.CCOC(=O)OC.CCOC(=O)OC.CCOC(=O)OC.CCOC(=O)OC.CCOC(=O)OC.CCOC(=O)OC.CC#N.CC#N

[9]
ORCA calculation (wB97M-V/def2-TZVPD) on C5H8O2 as an isolated structure at a distorted geometry.

Cartesian coordinates (Å):
C 1.528 0.765 -0.233
C 0.376 0.070 0.361
O 0.639 -0.580 1.580
C -1.216 0.826 0.393
C -1.664 -0.316 -0.365
O -1.039 -0.455 -1.557
C 0.040 -0.924 -0.750
H 1.244 1.493 -0.992
H 2.335 1.141 0.421
H 1.306 -0.485 -1.185
H 1.469 -1.078 1.488
H -1.669 0.923 1.382
H -1.233 1.770 -0.165
H -2.155 -1.166 0.094
H 0.039 -1.982 -0.471

* highest occupied orbital energy (spin up / spin down): -7.614 / -7.785 eV
* HOMO-LUMO gap (spin up / spin down): 7.57 / 8.00 eV
* multiplicity: 1
* ΔE to the lowest compared entry with this formula, charge and spin: 162.3 kcal per mole
* total energy: -9402.795 eV
* total charge: 0

[10]
ORCA calculation (wB97M-V/def2-TZVPD) on C40H30AgClF15GeN5SSi as an isolated structure.

Cartesian coordinates (Å):
Ag 0.098 -0.522 1.095
C 2.025 -0.203 -0.086
Si 2.589 1.463 0.292
C 1.556 2.858 -0.508
N 0.125 2.645 -0.497
C -0.622 3.168 -1.615
C -0.922 4.668 -1.503
C -1.489 4.994 -0.103
C -1.769 3.722 0.697
C -0.508 2.871 0.807
C 2.720 1.778 2.166
C 2.724 0.696 3.050
C 2.828 0.880 4.423
C 2.921 2.162 4.950
C 2.910 3.254 4.093
C 2.814 3.056 2.720
C 4.347 1.953 -0.342
C 4.612 1.875 -1.714
C 5.857 2.177 -2.245
C 6.895 2.564 -1.405
C 6.665 2.642 -0.039
C 5.408 2.342 0.478
H 2.736 -0.983 0.212
H 1.781 -0.348 -1.143
H 1.898 2.898 -1.550
H 1.847 3.836 -0.065
H -1.559 2.609 -1.696
H -0.065 2.953 -2.531
H -1.624 4.965 -2.290
H -0.002 5.235 -1.678
H -2.394 5.603 -0.184
H -0.764 5.593 0.458
H -2.575 3.141 0.241
H -2.108 3.966 1.707
H -0.736 1.924 1.301
H 0.201 3.404 1.460
H 2.595 -0.305 2.653
H 2.809 0.022 5.084
H 2.984 2.310 6.022
H 2.968 4.261 4.492
H 2.809 3.925 2.067
H 3.822 1.550 -2.386
H 6.023 2.103 -3.314
H 7.873 2.795 -1.812
H 7.467 2.935 0.631
H 5.255 2.410 1.550
N -3.732 -2.188 1.255
C -4.631 -1.291 0.871
N -5.948 -1.529 1.225
N -4.400 -0.221 0.148
C -3.112 -0.022 -0.122
N -1.991 0.151 -0.356
H -3.995 -2.992 1.794
H -2.740 -2.105 1.045
H -6.070 -1.998 2.108
H -6.506 -0.696 1.130
F -0.784 -7.591 -1.444
C -1.669 -6.652 -1.834
C -1.582 -5.367 -1.331
C -2.489 -4.456 -1.848
F -2.467 -3.178 -1.492
C -3.453 -4.815 -2.782
F -4.315 -3.914 -3.259
C -3.516 -6.117 -3.234
F -4.436 -6.472 -4.137
C -2.611 -7.049 -2.763
F -2.654 -8.310 -3.219
Ge -0.304 -4.908 0.155
S -0.706 -3.223 1.316
C -0.389 -6.623 1.200
C -1.602 -6.947 1.786
F -2.711 -6.266 1.461
C -1.754 -7.970 2.705
F -2.950 -8.253 3.238
C -0.651 -8.717 3.071
F -0.776 -9.716 3.950
C 0.577 -8.434 2.507
F 1.646 -9.171 2.843
C 0.682 -7.405 1.587
F 1.902 -7.216 1.055
C 1.505 -4.868 -0.689
C 2.593 -4.606 0.129
F 2.430 -4.524 1.450
C 3.880 -4.464 -0.353
F 4.906 -4.236 0.471
C 4.109 -4.581 -1.711
F 5.346 -4.456 -2.197
C 3.054 -4.842 -2.561
F 3.274 -4.963 -3.878
C 1.780 -4.980 -2.038
F 0.803 -5.236 -2.928
Cl -2.659 0.289 3.178
C -0.790 -0.100 3.089
H -0.735 -0.929 3.799
H -0.388 0.781 3.595

* highest occupied orbital energy: -1.539 eV
* HOMO-LUMO gap: 5.30 eV
* multiplicity: 1
* ΔE to the lowest compared entry with this formula, charge and spin: 11.9 kcal per mole
* total energy: -181930.106 eV
* total charge: -2